1.
43
Properties=species:S:1:pos:R:3 method="wB97M-V/def2-TZVPD" homo_lumo_gap_ev=9.16 charge=0 smiles="C/C=C/C(=O)OCC(=O)Nc1ccc(C)c(S(=O)(=O)N(C)C)c1"
C -7.552 -2.018 0.139
C -6.633 -0.907 0.481
C -5.607 -0.503 -0.266
C -4.760 0.618 0.154
O -4.878 1.260 1.166
O -3.791 0.850 -0.768
C -2.896 1.923 -0.524
C -1.445 1.474 -0.333
O -0.576 2.271 -0.072
N -1.272 0.137 -0.481
C -0.082 -0.581 -0.336
C 1.163 0.013 -0.496
C 2.319 -0.725 -0.314
C 2.280 -2.072 0.023
C 1.020 -2.661 0.142
C -0.143 -1.939 -0.028
H -1.103 -2.424 0.078
H 0.959 -3.713 0.381
C 3.498 -2.907 0.262
H 4.375 -2.443 -0.175
H 3.662 -3.026 1.333
H 3.360 -3.899 -0.164
S 3.815 0.279 -0.487
O 3.558 1.282 -1.474
O 4.979 -0.543 -0.659
N 3.977 1.048 0.985
C 3.036 2.108 1.249
H 3.454 2.775 2.005
H 2.895 2.660 0.324
H 2.067 1.733 1.599
C 4.242 0.162 2.089
H 3.330 -0.328 2.457
H 4.693 0.727 2.905
H 4.947 -0.589 1.740
H 1.247 1.047 -0.782
H -2.112 -0.410 -0.626
H -2.934 2.603 -1.380
H -3.212 2.468 0.375
H -5.358 -0.962 -1.211
H -6.820 -0.390 1.414
H -8.574 -1.645 0.082
H -7.286 -2.478 -0.809
H -7.529 -2.773 0.924

=====

2.
44
Properties=species:S:1:pos:R:3 method="wB97M-V/def2-TZVPD" homo_lumo_gap_ev=9.44 charge=0 smiles="COCC(=O)NC1CCN(S(=O)(=O)c2ccc(C(=O)O)cc2)CC1"
C 3.937 -3.634 -4.083
H 4.607 -4.245 -3.466
O 2.861 -3.137 -3.325
C 3.275 -2.315 -2.259
C 2.082 -1.792 -1.457
O 2.244 -1.055 -0.507
N 0.897 -2.229 -1.911
H 0.926 -2.839 -2.713
C -0.388 -1.884 -1.326
C -0.628 -0.370 -1.379
C -1.971 -0.034 -0.735
N -1.979 -0.535 0.616
S -2.945 0.282 1.693
O -3.036 -0.509 2.884
O -4.161 0.734 1.074
C -1.909 1.712 2.010
C -0.593 1.504 2.381
C 0.216 2.596 2.633
C -0.301 3.886 2.513
C -1.628 4.081 2.139
C -2.434 2.984 1.887
H -3.466 3.091 1.592
H -2.017 5.083 2.050
C 0.598 5.032 2.798
O 1.746 4.930 3.147
O 0.008 6.224 2.630
H 0.638 6.933 2.832
H 1.249 2.475 2.921
H -0.222 0.495 2.463
C -1.831 -1.965 0.717
C -0.480 -2.363 0.128
H -0.358 -3.446 0.175
H 0.322 -1.893 0.695
H -1.899 -2.219 1.774
H -2.641 -2.481 0.178
H -2.122 1.046 -0.688
H -2.795 -0.471 -1.318
H -0.612 -0.024 -2.414
H 0.173 0.124 -0.830
H -1.156 -2.391 -1.921
H 3.840 -1.446 -2.629
H 3.931 -2.866 -1.569
H 4.516 -2.818 -4.531
H 3.506 -4.249 -4.869

=====

3.
46
Properties=species:S:1:pos:R:3 method="wB97M-V/def2-TZVPD" homo_lumo_gap_ev=8.95 charge=0
C -5.460 -2.144 1.139
H -4.407 -2.424 1.058
H -5.897 -2.548 2.048
H -6.002 -2.488 0.256
O -5.543 -0.724 1.247
C -5.481 -0.024 0.128
O -5.463 -0.501 -0.982
C -5.420 1.466 0.408
H -5.190 1.615 1.462
H -6.395 1.906 0.188
C -4.348 2.120 -0.479
C -3.031 1.412 -0.203
O -2.280 1.732 0.688
N -2.756 0.359 -1.021
H -3.462 0.040 -1.671
S -1.735 -0.896 -0.442
O -1.634 -1.795 -1.551
O -2.304 -1.400 0.773
C -0.184 -0.099 -0.160
C 0.236 0.183 1.127
C 1.454 0.795 1.319
C 2.270 1.106 0.221
C 1.809 0.831 -1.077
C 0.582 0.230 -1.261
H 0.211 -0.008 -2.246
H 2.416 1.116 -1.924
N 3.407 1.853 0.415
N 4.587 1.644 0.150
N 5.096 0.507 -0.255
C 6.527 0.497 -0.439
H 6.752 0.201 -1.470
H 6.889 1.513 -0.279
C 7.189 -0.472 0.554
H 7.347 0.013 1.520
O 6.382 -1.605 0.819
C 5.481 -1.897 -0.218
H 4.995 -2.834 0.058
C 4.431 -0.785 -0.349
H 3.886 -0.880 -1.297
H 3.713 -0.866 0.472
H 6.013 -2.045 -1.169
H 8.162 -0.794 0.155
H 1.805 1.032 2.312
H -0.408 -0.076 1.952
H -4.624 2.021 -1.528
H -4.249 3.172 -0.215

=====

4.
37
Properties=species:S:1:pos:R:3 method="wB97M-V/def2-TZVPD" homo_lumo_gap_ev=9.31 charge=0 smiles="C[C@@H]1Cc2cocc2[C@@H](O)[C@@H]2CC(C)(C)C=C12"
O -4.387 -1.202 0.480
O -1.773 2.197 1.215
C -3.359 -2.103 0.681
C -3.833 0.011 0.404
C 1.949 -0.051 -0.776
C -2.197 -1.443 0.621
C 0.717 -0.382 -0.348
C -2.419 -0.047 0.460
C 2.988 2.190 -1.157
C 3.215 0.676 0.988
C 2.386 1.226 -0.048
C -0.885 -1.641 -1.939
C -0.957 -2.189 0.537
C 1.041 1.733 0.633
C -0.088 -1.692 -0.639
C 0.018 0.606 0.627
C -1.415 1.083 0.360
H -1.847 1.843 2.163
H -3.389 -3.253 0.838
H -4.263 0.914 0.029
H 2.576 -0.631 -1.404
H 3.526 1.589 -1.897
H 2.105 2.633 -1.687
H 3.560 3.082 -0.773
H 3.941 0.092 0.423
H 2.735 -0.044 1.702
H 3.752 1.418 1.604
H -0.181 -1.355 -2.700
H -1.812 -1.013 -1.855
H -1.276 -2.640 -2.232
H -0.409 -2.167 1.501
H -1.154 -3.245 0.344
H 1.199 2.068 1.704
H 0.680 2.551 -0.005
H 0.686 -2.509 -0.852
H 0.018 0.174 1.592
H -1.450 1.520 -0.596

=====

So what do the calculations give for energy? Going down the list: -39932.276; -41980.470; -44957.675; -19971.808 eV.
So what do the calculations give for LUMO level? Going down the list: 0.33; -0.05; 0.54; 0.72 eV.
So what do the calculations give for energy relative to the best compared isomer or geometry (same formula, charge and spin)? Going down the list: 53.4; 8.3; 21.0; 69.9 kcal/mol.